1.
{"formula": "C22H51BF4N4O4", "method": "the ωB97M-V functional and the def2-TZVPD basis", "symbols": ["C", "C", "C", "N", "C", "C", "C", "C", "C", "H", "H", "H", "H", "H", "H", "H", "H", "H", "H", "H", "H", "H", "H", "H", "H", "H", "H", "B", "F", "F", "F", "F", "C", "C", "N", "H", "H", "H", "C", "C", "N", "H", "H", "H", "C", "C", "N", "H", "H", "H", "C", "C", "O", "H", "H", "H", "H", "H", "H", "C", "C", "O", "H", "H", "H", "H", "H", "H", "C", "C", "O", "H", "H", "H", "H", "H", "H", "C", "C", "O", "H", "H", "H", "H", "H", "H"], "coordinates": [[-5.510, 0.220, -4.888], [-4.078, 0.006, -4.490], [-3.989, -0.287, -2.866], [-2.562, -0.748, -2.492], [-1.684, 0.411, -2.737], [-2.061, -1.947, -3.298], [-1.142, -2.808, -2.403], [-1.310, -2.130, -0.994], [-2.395, -1.066, -1.071], [-5.420, 0.184, -6.035], [-5.832, 1.196, -4.365], [-6.204, -0.416, -4.605], [-3.493, 0.979, -4.833], [-3.680, -0.842, -4.922], [-4.653, -0.935, -2.599], [-4.294, 0.608, -2.289], [-1.733, 0.846, -3.813], [-0.578, 0.197, -2.427], [-2.036, 1.075, -2.282], [-1.575, -1.817, -4.272], [-2.934, -2.602, -3.529], [-0.124, -2.764, -2.931], [-1.574, -3.824, -2.299], [-0.211, -1.691, -0.625], [-1.227, -2.875, -0.325], [-2.315, -0.406, -0.256], [-3.398, -1.611, -1.026], [0.610, 0.577, 1.091], [1.422, 1.652, 1.471], [-0.212, 1.072, 0.074], [1.400, -0.409, 0.477], [-0.050, 0.100, 2.243], [3.502, -0.118, 3.440], [2.902, -0.624, 4.723], [2.388, -1.085, 5.717], [4.139, -0.742, 2.938], [2.668, 0.491, 2.957], [4.188, 0.668, 3.737], [-1.292, 2.792, 3.076], [-1.658, 3.950, 4.042], [-1.918, 4.759, 4.836], [-2.158, 2.011, 3.178], [-1.261, 3.193, 2.220], [-0.301, 2.456, 3.140], [1.696, 4.619, 1.025], [2.952, 4.813, 0.109], [3.936, 4.991, -0.487], [1.142, 5.589, 1.000], [1.021, 3.813, 0.696], [2.074, 4.633, 1.998], [2.256, 2.441, -3.816], [1.853, 1.942, -2.465], [0.598, 2.432, -2.003], [1.560, 1.986, -4.539], [3.336, 2.259, -3.933], [2.106, 3.602, -4.013], [2.474, 2.532, -1.749], [2.022, 0.889, -2.487], [0.252, 2.206, -1.242], [2.203, -4.215, 3.742], [1.396, -3.248, 2.691], [2.406, -2.843, 1.764], [2.490, -5.027, 3.136], [1.780, -4.577, 4.496], [2.896, -3.639, 4.231], [1.035, -2.383, 3.190], [0.593, -4.001, 2.244], [2.286, -1.818, 1.579], [-4.127, -2.571, 3.181], [-2.819, -2.047, 2.614], [-2.504, -0.693, 2.980], [-4.800, -1.868, 2.922], [-3.898, -2.679, 4.282], [-4.221, -3.506, 2.796], [-3.005, -2.043, 1.409], [-2.135, -2.813, 2.767], [-1.686, -0.404, 2.705], [5.931, 0.332, -0.380], [4.460, 0.379, -0.213], [4.011, 1.348, 0.717], [6.311, 1.258, -0.463], [5.987, -0.279, -1.281], [6.436, -0.121, 0.426], [4.177, -0.710, 0.046], [3.992, 0.650, -1.360], [3.141, 1.072, 0.991]], "atomic_forces_ev_per_a": [[2.9, 4.5, -2.1], [0.3, 2.5, 3.3], [4.3, 4.8, -3.5], [0.9, 2.1, -2.1], [7.3, -8.0, -8.5], [-1.4, -2.5, 0.0], [0.0, 1.2, -0.2], [5.4, 2.9, -2.2], [-2.7, -5.6, 0.1], [-1.0, 0.8, 1.6], [0.3, -1.0, -1.7], [-2.9, -3.7, 1.4], [-1.0, -2.2, 1.0], [1.0, -1.6, -1.3], [-3.7, -4.7, 1.3], [0.9, -0.2, -0.2], [0.4, -1.5, 1.6], [-2.2, 0.3, -0.6], [-4.8, 10.1, 7.6], [-0.3, 1.3, 0.4], [0.2, 0.9, 0.2], [-1.2, -0.5, 1.5], [0.7, 0.5, -0.5], [-2.7, -0.2, -1.4], [-1.5, -2.4, 2.9], [0.0, 1.9, 0.1], [1.1, 0.3, 1.4], [0.6, 0.3, -0.1], [0.1, 0.1, 0.5], [-1.4, -0.2, 0.2], [0.1, -0.4, 0.5], [0.1, 0.0, -0.8], [-2.7, 3.3, 2.8], [-2.0, -2.8, 4.0], [2.7, 2.6, -5.2], [0.6, -2.2, -1.6], [1.2, -1.4, -0.1], [0.1, 0.4, 0.3], [-3.6, -1.4, 7.0], [0.6, -0.7, 0.4], [0.3, -1.2, -1.4], [2.0, 1.2, -0.3], [-0.6, 3.0, -7.0], [1.2, -0.9, 1.2], [0.7, 2.0, -3.0], [-0.4, -0.2, 0.4], [-1.8, -0.3, 0.9], [0.3, -0.7, -0.4], [0.8, 0.2, 0.4], [0.4, -0.9, 1.6], [-1.3, 2.6, -1.1], [1.0, 3.2, 2.4], [1.0, 2.1, -8.2], [0.8, -0.2, -0.4], [-0.6, -0.3, -0.4], [0.3, -2.3, 0.9], [0.8, -1.5, -0.3], [-0.3, -1.0, 0.7], [-1.6, -2.5, 6.1], [0.3, 3.8, -7.2], [1.1, -3.6, 0.9], [-0.8, 2.9, -0.6], [1.3, -0.8, -0.6], [-5.0, -3.1, 6.0], [2.6, 1.3, 0.3], [-1.0, 0.5, 0.4], [1.2, 2.1, 0.4], [0.1, -3.3, 0.4], [4.4, 1.3, 3.2], [-1.7, 1.8, -4.0], [-3.9, -2.3, 1.5], [-3.0, 1.8, -0.3], [-1.0, 0.3, -0.9], [-0.9, -2.7, -1.2], [0.5, -0.1, 2.3], [2.2, -0.7, 0.6], [3.2, 0.5, -1.1], [-1.5, -2.3, -0.6], [-2.1, -0.5, -2.2], [0.9, -0.8, -0.4], [1.5, 3.3, -0.9], [1.0, 0.1, -0.1], [0.5, -0.9, 1.1], [-0.3, 1.7, -0.3], [1.0, -0.9, 3.1], [-0.6, 0.2, 0.1]], "lowdin_charge": [-0.108, -0.202, -0.036, -0.245, 0.014, -0.109, -0.120, -0.133, -0.117, 0.120, 0.118, 0.009, 0.149, 0.057, 0.056, 0.156, 0.144, 0.162, -0.024, 0.136, 0.138, 0.140, 0.118, 0.173, 0.058, 0.123, 0.153, -1.276, 0.106, 0.123, 0.112, 0.123, -0.054, -0.222, 0.111, 0.049, 0.090, 0.084, -0.023, -0.218, 0.097, 0.128, -0.025, 0.049, -0.041, -0.232, 0.105, 0.084, 0.056, 0.048, -0.099, -0.331, -0.047, 0.063, 0.081, 0.120, 0.110, 0.093, -0.054, -0.034, -0.259, -0.144, 0.062, -0.021, 0.032, 0.069, 0.127, 0.096, -0.067, -0.294, -0.044, 0.038, 0.113, 0.041, 0.125, 0.077, -0.018, -0.099, -0.338, -0.074, 0.039, 0.087, 0.064, 0.128, 0.147, 0.007], "orbital_gap_ev": 8.9518, "spin_multiplicity": 1, "e_above_lowest_kcal_mol": 62.0, "homo_ha": -0.3480, "lumo_energy_ha": -0.0191}

2.
{"formula": "C22H52N2O14P", "method": "the ωB97M-V functional and the def2-TZVPD basis", "symbols": ["N", "H", "H", "H", "H", "N", "H", "H", "H", "H", "P", "O", "O", "O", "O", "O", "C", "O", "C", "C", "C", "H", "H", "H", "H", "H", "H", "H", "H", "O", "C", "O", "C", "C", "C", "H", "H", "H", "H", "H", "H", "H", "H", "O", "C", "O", "C", "C", "C", "H", "H", "H", "H", "H", "H", "H", "H", "O", "C", "O", "C", "C", "C", "H", "H", "H", "H", "H", "H", "H", "H", "C", "C", "O", "C", "H", "H", "H", "H", "H", "H", "C", "C", "O", "C", "H", "H", "H", "H", "H", "H"], "coordinates": [[31.322, 1.857, 47.198], [31.572, 2.670, 47.939], [31.779, 1.929, 46.366], [30.294, 1.910, 47.251], [31.307, 1.166, 47.780], [30.809, -0.084, 51.435], [31.486, -0.607, 52.028], [31.067, -0.096, 50.468], [30.799, 0.852, 51.742], [29.859, -0.446, 51.445], [29.269, 1.913, 49.581], [28.606, 1.962, 50.866], [30.772, 2.051, 49.817], [28.965, 2.814, 48.527], [29.318, 0.464, 49.058], [33.790, -0.809, 51.156], [34.432, 0.144, 51.177], [35.393, 0.326, 52.086], [35.614, -0.599, 53.133], [36.649, -0.117, 54.163], [34.235, 1.311, 50.186], [35.979, -1.583, 52.640], [34.436, -0.968, 53.540], [37.585, -0.085, 53.877], [36.602, -0.850, 54.905], [36.357, 0.958, 54.489], [34.873, 1.350, 49.388], [34.378, 2.302, 50.686], [33.139, 1.157, 49.886], [31.398, 6.425, 53.126], [31.393, 5.704, 52.182], [32.085, 5.909, 51.106], [31.953, 5.100, 49.931], [32.668, 5.810, 48.847], [30.768, 4.302, 52.376], [30.731, 5.101, 49.815], [32.310, 4.083, 50.192], [32.339, 5.152, 48.112], [33.721, 5.910, 49.129], [32.385, 6.876, 48.784], [29.935, 4.041, 51.559], [30.481, 4.407, 53.253], [31.424, 3.537, 52.433], [33.604, 1.634, 46.758], [33.685, 0.377, 46.951], [34.425, -0.464, 46.151], [35.181, 0.027, 45.119], [35.752, -1.089, 44.246], [32.861, -0.488, 47.932], [35.998, 0.559, 45.658], [34.799, 0.785, 44.418], [36.365, -1.766, 44.952], [36.235, -0.732, 43.403], [34.811, -1.507, 43.819], [32.025, -0.527, 47.575], [32.607, 0.003, 48.838], [33.099, -1.580, 48.000], [29.820, 1.132, 44.615], [28.813, 0.399, 44.612], [28.008, 0.022, 43.426], [28.233, 0.955, 42.457], [27.549, 0.262, 41.194], [28.438, -0.310, 45.950], [29.290, 1.293, 42.306], [27.698, 1.942, 42.616], [26.433, 0.112, 41.387], [27.949, -0.459, 40.609], [27.465, 1.109, 40.539], [27.846, -1.205, 45.820], [28.110, 0.467, 46.576], [29.409, -0.669, 46.420], [34.016, 5.975, 45.613], [33.589, 4.602, 45.332], [32.248, 4.350, 45.002], [34.571, 3.491, 45.434], [33.189, 6.576, 45.578], [34.594, 6.255, 44.890], [34.334, 5.857, 46.629], [34.335, 2.723, 44.798], [34.475, 2.944, 46.373], [35.680, 3.679, 45.238], [31.305, -0.526, 43.830], [30.523, -1.514, 44.732], [31.068, -1.951, 45.778], [29.196, -1.986, 44.080], [30.633, 0.090, 43.384], [32.021, -1.166, 43.109], [32.061, 0.071, 44.296], [28.787, -1.465, 43.234], [28.597, -1.736, 44.892], [28.951, -3.064, 43.840]], "atomic_forces_ev_per_a": [[-3.3, 8.2, 1.4], [-0.9, -2.1, -1.6], [0.9, -0.2, -2.6], [-1.0, 1.2, -0.7], [1.1, -6.1, 4.3], [0.7, -2.4, 1.6], [-0.8, 0.1, -0.7], [-0.1, 0.7, -1.4], [-0.5, 2.2, -0.3], [-0.4, 0.2, 0.0], [2.9, -4.9, 0.9], [-2.8, 0.7, 4.5], [5.6, 1.4, 1.3], [-2.5, 5.0, -5.7], [-0.7, -3.1, -1.4], [-3.5, -4.9, 0.0], [2.9, 4.6, -0.8], [1.3, 1.6, 0.5], [-2.4, -3.3, -0.6], [-6.2, 2.4, 0.3], [-2.9, 0.3, 3.2], [-0.5, 1.4, 0.8], [3.6, 1.3, -0.6], [4.6, 0.1, -2.2], [-0.2, -0.7, 1.8], [0.4, -2.0, 0.0], [1.6, -0.5, -2.2], [-0.4, -0.9, -0.1], [1.7, 1.2, 0.4], [0.2, 2.3, 1.0], [-0.2, -4.2, 0.5], [1.5, 2.0, -0.6], [-4.0, 0.2, 2.1], [0.3, 1.3, 2.0], [-1.2, 2.1, -9.2], [3.2, -0.7, -0.6], [-0.4, 0.4, -0.7], [0.4, -0.4, -2.7], [0.2, -0.8, -0.6], [-0.6, -0.7, -0.4], [1.7, 0.2, 2.0], [-3.8, 0.6, 7.9], [2.6, -2.4, -0.7], [1.1, -6.6, 1.4], [-0.2, 1.3, -0.7], [-2.5, 0.1, 1.5], [3.4, 2.1, -1.0], [-2.1, -1.4, 3.1], [8.9, -0.1, 2.4], [0.0, 0.0, -0.7], [-1.0, -0.3, 0.7], [-1.0, 0.6, -1.7], [1.6, 0.9, -1.3], [0.8, -0.8, 0.5], [-9.6, -0.5, -4.8], [0.6, 0.1, 0.9], [0.6, 1.3, 0.1], [-4.9, -0.8, -0.5], [1.0, 0.5, 1.7], [1.5, 3.3, 4.6], [-1.1, 0.8, -3.7], [-2.6, 4.7, 2.0], [1.8, 0.6, -0.7], [-0.7, -0.9, 0.1], [0.2, -1.1, 0.1], [1.6, -0.4, 0.2], [1.7, -2.7, -1.0], [0.1, 0.6, -0.9], [-1.2, 1.0, 0.9], [-0.9, 0.8, 1.3], [-1.5, 0.8, -0.4], [-3.0, -3.1, 3.5], [-7.5, -2.2, -2.4], [8.0, 1.1, 2.0], [2.1, 1.8, 0.4], [-2.2, 1.6, 0.2], [4.5, 1.8, -3.6], [1.1, 0.8, 0.5], [-0.9, -1.6, -1.8], [0.4, 1.2, 0.0], [-1.4, 0.6, 0.4], [3.4, -4.1, -0.3], [3.7, -2.0, -0.3], [-2.2, 0.9, -2.9], [1.4, -3.3, -0.4], [-0.8, 1.1, -2.3], [-2.0, 0.9, 1.1], [0.1, 0.4, 1.0], [1.2, -0.5, 0.0], [-1.1, -1.1, -0.2], [1.3, 0.6, 0.8]], "lowdin_charge": [0.264, 0.186, 0.055, 0.091, -0.034, 0.282, 0.132, 0.059, 0.078, 0.128, -0.370, -0.389, -0.464, -0.361, -0.464, 0.122, -0.570, -0.032, -0.238, -0.059, 0.042, 0.135, 0.189, 0.008, 0.053, 0.124, 0.041, 0.105, 0.071, 0.087, -0.567, -0.015, -0.242, -0.079, 0.033, 0.190, 0.106, 0.050, 0.086, 0.099, 0.136, -0.019, 0.039, -0.041, -0.300, -0.002, -0.301, -0.051, 0.053, 0.136, 0.116, 0.116, 0.042, 0.085, -0.044, 0.039, 0.141, 0.041, -0.345, -0.119, -0.263, -0.044, 0.023, 0.129, 0.141, 0.104, 0.021, 0.050, 0.088, 0.079, 0.107, -0.020, -0.318, -0.073, -0.054, 0.068, 0.034, 0.087, 0.023, 0.057, 0.120, -0.015, -0.383, 0.031, -0.029, -0.003, 0.141, 0.061, 0.068, -0.010, 0.125], "orbital_gap_ev": 4.5463, "charge": -1, "spin_multiplicity": 1, "e_above_lowest_kcal_mol": 0.0, "homo_ha": -0.0910, "lumo_energy_ha": 0.0761}